1.
The following is a quantum chemistry calculation of 2 unconnected molecules or ions with the total composition C5H10N3S, from OMol25.

* net charge: +1
* energy above the lowest of the compared OMol25 structures with the same formula, charge and spin: 41.58 kcal per mole
* spin multiplicity: 1
* energy: -758.6553 hartree
* gap between HOMO and LUMO: 7.0 eV

Structure (XYZ):
```
19
C5H10N3S the ωB97M-V functional and the def2-TZVPD basis
C -0.1237 0.7143 1.4793
C 0.6520 0.8023 0.2912
C -0.1334 0.3085 -0.9911
C -1.6714 0.1678 -0.8267
C -1.7343 -0.5403 0.4795
N -1.1574 -0.0342 1.5635
N 1.7616 1.4364 0.3678
N -2.3542 -1.7172 0.4960
S 3.3879 -0.7002 -0.0896
H 0.1590 1.1839 2.3886
H 0.1449 1.1695 -1.6636
H 0.3001 -0.5985 -1.4400
H -2.0478 1.1516 -0.9578
H -2.2225 -0.3859 -1.6186
H 2.1913 1.6247 -0.4902
H -3.0492 -1.9037 -0.0987
H -2.5036 -2.2345 1.4547
H 4.6349 -0.7964 0.3771
H 3.7659 0.3521 -0.7213
```

2.
The following is a quantum chemistry calculation of a gas-phase ion, C5H10N3S (charge +1), from OMol25.

* net charge: +1
* energy above the lowest of the compared OMol25 structures with the same formula, charge and spin: 62.68 kcal per mole
* spin multiplicity: 1
* energy: -758.6217 hartree
* gap between HOMO and LUMO: 9.8 eV

Structure (XYZ):
```
19
C5H10N3S the ωB97M-V functional and the def2-TZVPD basis
N -1.7271 -1.1692 0.0006
C -0.7735 -0.3438 -0.6150
N 0.2790 -1.3432 -1.1090
N 1.4920 -0.6291 -1.6555
C -0.2321 0.6647 0.4936
C -0.4098 0.6389 1.8019
C 0.3142 1.6429 2.5093
C 1.0185 2.4347 1.6909
S 0.9103 1.9061 0.0529
H -1.3636 -1.3349 1.0066
H -2.7410 -0.8981 0.0128
H -1.0946 0.2560 -1.5152
H 0.1309 -2.1640 -1.6622
H 1.4081 0.2468 -0.9440
H 2.2189 -1.3339 -1.7772
H 1.3047 -0.3235 -2.6500
H -1.0048 -0.1155 2.3946
H 0.2371 1.7469 3.6566
H 1.5344 3.4599 1.9313
```

3.
The following is a quantum chemistry calculation of a gas-phase ion, C5H10N3S (charge +1), from OMol25.

* net charge: +1
* energy above the lowest of the compared OMol25 structures with the same formula, charge and spin: 20.73 kcal per mole
* spin multiplicity: 1
* energy: -758.6885 hartree
* gap between HOMO and LUMO: 9.4 eV

Structure (XYZ):
```
19
C5H10N3S the ωB97M-V functional and the def2-TZVPD basis
C -0.2718 1.8080 0.2640
C -0.8699 0.9518 1.1383
C 0.1622 -0.2465 -0.3916
C 1.4212 1.6232 -1.5267
C 0.1962 -3.2484 -0.6132
N 0.3817 1.0407 -0.6447
N -0.6566 -0.3539 0.6558
N -1.7434 1.2337 2.1867
S 0.9689 -1.7648 -1.2823
H -0.0925 2.8799 0.2340
H 1.5781 1.1208 -2.5992
H 1.1673 2.6569 -1.5776
H 2.2657 1.5393 -0.9940
H 0.2071 -3.2085 0.5598
H 0.5745 -4.0309 -1.1200
H -0.8605 -3.2147 -0.8807
H -0.8854 -1.2125 1.0729
H -1.9548 2.0548 2.7625
H -1.5880 0.3712 2.7561
```

4.
The following is a quantum chemistry calculation of a single C5H10N4 molecule, from OMol25.

* energy above the lowest of the compared OMol25 structures with the same formula, charge and spin: 48.40 kcal per mole
* spin multiplicity: 1
* energy: -415.4797 hartree
* gap between HOMO and LUMO: 9.8 eV

Structure (XYZ):
```
19
C5H10N4 the ωB97M-V functional and the def2-TZVPD basis
H -2.7691 -1.8309 -0.1927
N -2.6624 -0.8331 0.0805
C -1.6127 -0.3130 -0.3080
C -1.1752 1.0867 0.0925
C 0.0340 1.4694 -0.5823
C 1.1215 1.9876 -0.0357
N -0.4635 -1.0524 -0.7799
C 0.7996 -1.1222 -0.1204
N 0.7614 -0.8794 1.3093
N 1.8638 -1.4415 -0.8377
H 2.6516 -1.5721 -0.1968
H -2.0665 1.6680 -0.1461
H -0.9386 1.1251 1.2255
H 0.0397 1.3637 -1.6310
H 1.0856 2.3106 1.0183
H 2.1138 2.0978 -0.5622
H -0.3145 -1.4365 -1.7757
H -0.0735 -1.3622 1.7409
H 1.6050 -1.2653 1.7014
```

5.
The following is a quantum chemistry calculation of a molecular structure, C5H10N4, from OMol25.

* energy above the lowest of the compared OMol25 structures with the same formula, charge and spin: 169.52 kcal per mole
* spin multiplicity: 1
* energy: -415.2867 hartree
* gap between HOMO and LUMO: 7.8 eV

Structure (XYZ):
```
19
C5H10N4 the ωB97M-V functional and the def2-TZVPD basis
C -0.9258 -1.6565 -2.1338
C -0.3234 -0.2900 -0.1472
C -1.5714 -0.1963 0.4404
C -0.0495 1.1833 1.6239
C 1.9135 0.5867 0.2223
H -1.8204 -1.0413 -2.1450
H -1.1072 -2.6921 -1.6161
H -0.4339 -1.6234 -3.2961
H 0.3113 0.1267 -1.8875
H -2.4475 -0.5692 0.0720
H -1.6867 0.1288 2.6681
H 1.6191 1.6807 2.5718
H 2.3965 -0.7406 0.0420
H 2.0104 1.5180 -0.7322
H 2.5083 1.0371 1.2362
N 0.1313 -0.8287 -1.3485
N -1.4482 0.8851 1.4774
N 0.4872 1.9148 2.4718
N 0.4363 0.5770 0.4804
```

6.
The following is a quantum chemistry calculation of a molecular structure, C5H10N4, from OMol25.

* energy above the lowest of the compared OMol25 structures with the same formula, charge and spin: 74.31 kcal per mole
* spin multiplicity: 1
* energy: -415.4384 hartree
* gap between HOMO and LUMO: 8.6 eV

Structure (XYZ):
```
19
C5H10N4 the ωB97M-V functional and the def2-TZVPD basis
C 1.6033 -0.7948 0.0427
C 0.2730 0.6644 0.0007
C 1.4056 -2.2400 0.1757
C -1.7802 -0.5920 -0.1984
C -1.7984 1.8266 0.1800
N 2.6325 -0.0797 -0.0544
N 1.0746 1.6431 -0.0914
N 2.3927 1.2438 -0.0267
N -1.0460 0.5873 0.1897
H 0.7683 -2.4593 1.0328
H 0.9366 -2.6457 -0.7218
H 2.3703 -2.7283 0.3128
H -1.1282 -1.4588 -0.1635
H -2.6109 -0.7403 0.4937
H -2.1886 -0.4968 -1.2132
H -2.7100 1.6951 0.7629
H -1.1810 2.6034 0.6282
H -2.0657 2.1345 -0.8378
H 3.0519 1.8375 -0.5121
```

Q: Among the records above, which one has the lowest energy?
A: number 3

Q: Among the records above, which one has the lowest energy?
A: number 3

Q: The highest energy belongs to which entry?
A: number 5

Q: Which of these has the lowest energy above the lowest of the compared OMol25 structures with the same formula, charge and spin?
A: number 3